# C6H11N

An isolated ion of composition C6H11N and charge -1 at a distorted geometry (ωB97M-V/def2-TZVPD, the OMol25 dataset).

Results
multiplicity = 2
relative energy (zero: lowest compared OMol25 entry of this formula, charge and spin) = 1.887 eV
expectation value of S² = 0.753
frontier orbital gap (spin up / spin down) = 3.34 / 6.83 eV
HOMO (spin up / spin down) = 0.98 / -2.66 eV
net charge = -1

Each line ends with the Löwdin charge.
Cartesian coordinates (Å):
1 C -0.387406 1.790239 -0.192978  -0.15
2 C 0.199371 -2.622010 0.530005  -0.24
3 H -1.118549 2.552694 0.083611  0.07
4 H 1.168800 -2.260388 0.916398  0.02
5 H 2.502755 1.639318 1.149091  0.05
6 C 0.954078 1.797870 -0.073753  -0.27
7 H -1.583908 -1.232062 0.783540  0.04
8 H 1.373078 2.646591 1.768437  0.06
9 H 0.392468 -3.183827 -0.412821  0.05
10 C -1.193459 0.691414 -0.943147  -0.30
11 N 1.791830 2.315575 0.915597  -0.01
12 H -0.235465 -3.407010 1.143870  0.03
13 C -0.624240 -0.686705 -0.962440  -0.29
14 H -1.297207 1.065686 -1.954066  0.07
15 C -0.714623 -1.499874 0.166510  -0.33
16 H -2.175003 0.662292 -0.424529  0.08
17 H -0.299604 -1.151990 -1.908873  0.04
18 H 1.247086 0.882185 -0.584454  0.08

Forces on the atoms, in the same order (eV/Å):
-0.39 0.71 -0.50
-0.50 -0.32 -1.65
0.58 0.28 0.83
0.17 -0.18 0.17
0.11 0.02 -0.02
-2.65 -1.99 0.69
0.46 -0.13 0.68
-0.42 -0.01 -0.21
0.48 0.24 0.32
0.86 -0.22 -0.04
1.01 0.77 -0.35
-0.08 0.25 0.61
0.79 -0.58 -0.38
-0.59 0.01 -0.48
-1.16 0.37 0.25
0.02 0.23 -0.20
0.15 0.52 0.16
1.16 0.02 0.13



# C51H116N7O8Y

C51H116N7O8Y as an isolated structure at a distorted geometry (ωB97M-V/def2-TZVPD, the OMol25 dataset).

Results
multiplicity = 1
frontier orbital gap = 3.82 eV
HOMO = -11.36 eV
net charge = +2

Each line ends with the Löwdin charge.
Cartesian coordinates (Å):
1 H -5.799908 3.779875 -3.157839  0.09
2 H -0.728026 -0.254324 -8.383152  0.08
3 C 4.844770 -0.076414 -0.760179  -0.17
4 C 2.797698 -7.497914 1.480754  -0.16
5 H -2.674304 5.888836 -3.610961  0.12
6 H -0.990967 4.268663 -3.433218  0.12
7 C -2.896129 2.863498 -4.306127  0.01
8 H 2.503637 -0.081534 -5.193550  0.10
9 C 1.135150 0.792658 0.665401  -0.47
10 H -1.995155 2.572288 -4.846071  0.07
11 H 1.211196 4.568409 2.697496  0.13
12 C -5.341003 4.723124 -2.861554  -0.02
13 H -2.803703 -0.908291 -5.096323  0.09
14 H 3.916207 -0.540273 -0.427472  0.11
15 H -3.394607 3.742752 -4.714215  0.08
16 H -1.909143 3.152508 1.646589  0.07
17 H -4.941811 5.213454 -3.749422  0.08
18 C -1.618956 4.306183 -2.543102  -0.14
19 H 0.100438 1.271878 -6.077555  0.05
20 H -0.511625 2.090274 -2.733742  0.07
21 C 2.671683 -5.023402 2.042454  -0.10
22 C 3.845947 0.734214 -2.688732  -0.03
23 H 3.825513 -7.746482 1.745149  0.12
24 H 1.586601 1.758842 -6.928174  0.08
25 H 4.538832 0.412636 -3.466290  0.11
26 C 3.305333 3.998423 4.692881  0.02
27 H 1.085757 -7.132252 -1.407083  0.08
28 H 2.142548 -0.814922 1.714685  0.05
29 H -4.652250 2.071406 6.952318  0.08
30 H 4.956402 3.465422 3.146111  0.10
31 H 4.216410 0.843955 1.712147  0.08
32 H -2.638940 -2.779670 4.018239  0.12
33 C 1.674086 -0.739184 -5.453235  -0.13
34 C 2.226354 4.768436 2.354659  -0.09
35 H -2.716494 -0.367250 -6.799289  0.09
36 H 1.121141 -1.308571 -3.449316  0.09
37 C -0.619927 -2.610056 4.507806  -0.19
38 H -1.590827 0.197932 3.870282  0.09
39 H -1.032284 4.331965 -1.624817  0.08
40 C -2.331882 5.645352 -2.605201  -0.18
41 H -1.311993 0.751609 2.385853  0.10
42 O 2.285387 1.601017 0.460134  -0.37
43 H -0.205228 -2.831135 -4.482750  0.11
44 H 2.873250 -2.537588 0.805972  0.04
45 H 0.120885 1.780572 3.770439  0.06
46 H 0.289980 -5.172151 0.582506  0.07
47 C -5.355920 2.855110 4.409820  0.01
48 C -2.472662 3.009539 -2.823704  -0.50
49 H -0.583222 1.887849 5.272555  0.09
50 H -1.603983 6.362431 -2.225627  0.11
51 H 1.045966 -6.391813 2.209929  0.09
52 C 5.681542 0.230398 0.518120  -0.40
53 C 3.144499 3.754630 3.083322  -0.39
54 C 0.735111 1.078501 -6.942363  -0.01
55 C 0.641395 -0.815961 -4.295055  -0.19
56 C 6.010470 -0.937670 1.411422  -0.03
57 H -5.900814 3.506920 -0.300806  0.09
58 O -2.978650 3.706340 5.498903  0.02
59 C 1.143850 -0.474738 -6.879436  -0.47
60 H 0.171612 0.105603 -3.951350  0.08
61 H -5.509546 5.243646 -0.072584  0.09
62 N 4.384379 3.839812 2.402664  -0.02
63 H -1.744641 -5.165516 4.981888  0.08
64 H 4.670803 -7.854967 -0.243928  0.07
65 H 3.541586 -9.112098 -0.722125  0.09
66 C -0.632455 2.368058 4.295275  -0.05
67 H -1.257133 -1.662684 -3.864701  0.10
68 C 1.064727 4.837364 0.249736  -0.08
69 N 0.018473 -1.382198 -7.162306  -0.11
70 C -1.067066 -1.647070 -6.148357  -0.42
71 H -1.860383 -2.196505 1.887969  0.06
72 H 2.266855 -8.443589 1.590348  0.12
73 H 2.050690 -0.581273 -8.912834  0.08
74 H -1.654839 -1.153724 7.321575  0.10
75 H 3.672982 -4.985268 -1.755955  0.10
76 H -0.528618 -1.650631 3.998635  0.08
77 H -0.844671 -5.338354 3.548271  0.05
78 H 3.758869 3.158922 5.219798  0.08
79 H -2.680600 3.397877 6.357746  0.11
80 O -0.921253 -2.506490 5.908774  -0.17
81 H -0.298808 -0.369140 -0.622904  0.09
82 H -3.482319 0.903379 6.662623  0.07
83 H -2.492437 -5.408191 3.336626  0.08
84 O 4.510438 1.131223 -1.429475  -0.31
85 H 0.760902 0.485421 -1.459646  0.04
86 C -0.499400 -1.793022 -4.637320  -0.12
87 N -3.594092 3.105948 -1.923754  -0.12
88 H 5.131633 -1.450937 1.801708  0.08
89 C -2.374747 3.310343 2.619421  -0.02
90 C 3.719871 -8.037011 -0.744617  -0.02
91 H 0.499018 -0.620864 2.258727  0.06
92 C -4.309680 0.557166 3.776383  -0.10
93 C -4.359402 4.396234 -1.719834  -0.47
94 H 3.853381 -7.749697 -1.787561  0.07
95 H 6.724200 -0.728962 2.208360  0.10
96 C -1.747330 -3.326488 3.711437  -0.42
97 H 1.023287 5.904569 0.031909  0.11
98 O -0.507178 -1.188181 -8.410547  0.01
99 H -6.167814 5.361816 -2.550816  0.09
100 H 1.399066 -0.933890 -0.784841  0.07
101 H 0.322543 -3.149521 4.413857  0.12
102 C 2.320951 -0.675841 -7.861106  -0.04
103 H -1.314498 2.103533 -1.250015  0.08
104 C 2.123173 -6.484306 2.348353  -0.16
105 C 1.384695 -0.066904 1.947571  -0.04
106 H -3.367060 3.159034 2.194549  0.04
107 H 2.100731 -1.737226 -5.353311  0.12
108 H 2.309663 4.200223 5.087862  0.08
109 H -2.497802 -3.244145 -5.694241  0.08
110 H 3.697037 -4.921585 2.397943  0.11
111 C 0.916879 -4.313932 0.340524  -0.02
112 N 5.015676 1.274656 1.269697  -0.02
113 H -6.232836 2.294686 4.085695  0.08
114 H 4.572585 4.823649 2.532081  0.11
115 H 3.902360 4.865672 4.974916  0.08
116 H 0.343992 1.515022 0.866289  0.11
117 C -2.142175 -0.577818 -5.897122  -0.06
118 C 0.751994 -0.092854 -0.535728  -0.04
119 C -1.752624 -4.873008 3.931893  -0.03
120 H 2.517969 5.816716 2.419348  0.15
121 H 6.570610 -1.702675 0.873727  0.10
122 C -4.263166 1.773890 4.811513  -0.43
123 H -4.830141 3.377044 3.610298  0.06
124 H 3.494408 -2.997635 -0.679541  0.07
125 H -2.962804 5.432625 -0.643299  0.11
126 H -3.411456 -0.524449 2.228305  0.12
127 C -1.622792 -1.258511 6.237095  -0.07
128 H -1.178400 -3.694866 1.843070  0.04
129 C -1.507517 1.953653 -2.312269  -0.05
130 H 6.606591 0.666380 0.140898  0.15
131 H -4.490017 4.034758 0.481553  0.06
132 H -4.324531 -0.415423 4.268257  0.10
133 H 2.045458 -4.310050 2.578247  0.10
134 H -5.525794 3.601824 5.185489  0.08
135 C -1.885663 -2.940387 -6.543428  -0.03
136 H 0.447743 -7.152002 0.246944  0.06
137 H 0.243583 1.220313 -7.904858  0.08
138 N -1.857214 -3.112853 2.312707  0.04
139 H -2.484888 -2.823484 -7.446394  0.08
140 H -2.599424 -1.251856 5.753109  0.07
141 C -3.300264 0.460405 2.681945  -0.20
142 C -2.003860 0.954647 3.203279  -0.18
143 H -1.595340 0.334884 -5.660408  0.04
144 H -0.120744 3.297394 4.545419  0.07
145 H 0.716076 -4.172898 -0.721496  0.08
146 H 2.385563 -6.646102 3.393854  0.11
147 H -1.057409 -0.411294 5.848951  0.06
148 C 1.192933 -7.584097 -0.420954  -0.02
149 Y 3.972945 3.120182 -0.078719  1.89
150 H -2.435826 4.356262 2.920131  0.10
151 H -4.030271 6.467938 -1.459708  0.14
152 C 2.453978 -4.606104 0.541639  -0.47
153 H 3.105483 0.080870 -7.859339  0.08
154 H -3.553424 1.994404 -4.278835  0.09
155 H 5.524854 -0.770169 -1.254426  0.15
156 H -1.224714 -3.803401 -6.623682  0.08
157 H -5.255589 0.480417 3.240221  0.12
158 C 2.637921 -7.153292 -0.010258  -0.46
159 H -4.229441 1.682319 -0.919458  0.09
160 O -4.396903 1.960695 -1.822814  0.01
161 H 2.636911 2.806963 2.903376  0.12
162 C -5.124874 4.269016 -0.372958  -0.02
163 H 3.352896 1.579276 -3.169217  0.09
164 H 1.029129 4.355291 -0.727213  0.08
165 H 5.619934 1.541288 2.033822  0.10
166 C -3.428475 5.573146 -1.618758  -0.18
167 H -5.248187 0.548633 6.368762  0.09
168 C -2.029317 2.376091 3.758899  -0.45
169 H 4.337130 -3.583439 0.789397  0.08
170 N -2.975104 2.436232 4.925296  -0.16
171 H 1.790001 0.420629 2.834213  0.06
172 H -3.575823 1.139262 1.874898  0.10
173 H 1.142025 -8.662146 -0.573656  0.09
174 H 0.069418 4.517776 0.558478  0.10
175 C 3.368102 -3.384975 0.331461  -0.04
176 H 3.071068 -0.023563 -2.572733  0.08
177 N 2.889285 -5.707550 -0.296362  -0.13
178 C -4.429859 1.260252 6.259015  -0.03
179 H -1.847057 0.951386 -2.573552  0.09
180 H 0.627056 -3.314455 0.664793  0.06
181 H 2.710000 -1.693977 -7.872320  0.09
182 O 2.811876 -5.392642 -1.636970  -0.01
183 O 2.214075 4.385167 0.931510  -0.35

Forces on the atoms, in the same order (eV/Å):
-0.14 0.01 -0.28
-0.62 0.40 -0.72
0.85 -0.64 2.98
-0.68 -0.26 -0.66
0.15 0.13 -0.01
0.88 0.16 0.26
0.82 -0.76 1.26
-0.03 0.44 -0.27
0.37 -0.20 1.03
-0.13 0.23 -0.51
-0.07 0.54 0.14
-0.85 -0.92 -0.03
0.05 0.23 -0.17
-0.10 -0.28 -0.33
0.15 -0.15 0.04
1.32 0.14 0.26
0.47 -0.18 0.11
-0.55 0.15 -2.35
-0.18 0.36 -0.33
0.03 -0.01 -0.58
-1.24 -0.88 -0.59
-0.25 0.70 -0.80
0.13 0.61 0.15
0.14 -0.24 0.06
0.51 -0.25 0.54
-0.78 0.20 -1.77
-0.53 -0.06 -0.15
0.03 -0.22 -0.22
-0.31 0.35 -0.21
1.37 -0.64 -0.60
-0.72 0.10 0.06
-0.47 -0.68 1.12
-0.66 -0.84 1.00
-0.57 -1.27 0.31
-0.23 0.00 -0.01
0.30 0.42 0.33
-0.59 -0.66 -0.13
-0.32 0.39 0.92
-0.09 -0.75 0.08
0.20 -0.36 -0.11
0.51 1.25 -0.31
2.67 1.76 -1.40
0.54 -0.09 -0.20
0.16 0.06 0.55
-0.29 0.08 -0.79
-0.02 0.47 0.67
1.46 -1.21 0.07
0.25 1.90 1.13
-0.62 -0.23 0.12
-0.08 0.50 -0.54
-0.01 -0.61 0.17
0.32 0.31 -1.10
-3.02 1.10 1.88
0.12 -1.66 0.00
-0.45 -0.62 -0.74
0.44 -1.26 -0.51
-0.22 0.23 -0.61
-0.19 -0.08 0.29
0.65 1.66 0.63
0.34 0.37 -0.18
-0.46 0.02 -0.36
1.56 0.19 -0.36
-0.45 0.17 -0.01
0.09 0.00 -0.04
-0.38 0.12 0.23
2.31 1.15 1.66
-0.48 0.15 -0.48
-1.16 -0.01 -2.17
0.63 -1.11 2.49
-0.98 -0.72 1.72
0.07 0.24 0.58
0.02 -0.19 0.06
-0.88 0.07 -0.05
-0.28 -0.32 -0.14
0.11 -0.11 -0.67
0.27 0.47 0.36
0.63 0.48 -0.16
-0.23 -0.29 -0.32
0.04 1.00 0.57
-0.27 1.29 -0.49
-0.07 -0.51 0.95
-0.08 -0.67 -0.41
-0.58 0.39 0.42
-0.07 -0.05 -1.50
0.50 0.62 -0.04
0.63 -0.67 -1.53
0.07 1.77 1.60
-0.13 0.22 0.14
-0.97 0.91 -0.62
-0.22 1.14 -0.03
-0.08 0.03 -0.09
-1.06 -0.12 0.57
-0.86 -0.91 -0.56
-0.20 0.01 -0.04
-0.34 0.61 0.20
-0.71 -0.15 1.20
0.38 0.16 0.51
-0.26 0.39 -0.62
0.09 0.07 0.36
0.05 -0.26 0.66
0.15 -0.05 0.06
-0.53 -0.48 -1.27
-0.57 -0.31 0.21
1.19 2.48 0.40
0.10 -0.29 -0.78
-0.53 -0.39 0.81
0.25 -0.24 -0.76
0.01 -0.30 0.15
-0.43 0.45 -0.01
0.13 -0.03 -0.31
1.14 0.58 -1.50
-0.21 1.22 -0.03
-0.18 0.61 0.00
0.70 0.64 -0.42
0.12 0.24 -0.53
-0.55 -0.20 -0.01
0.73 0.75 -1.39
-0.04 0.96 -0.98
0.23 0.49 0.04
-0.01 0.03 0.21
-0.17 -0.11 -0.40
-1.33 0.40 0.60
-0.78 0.13 -0.40
0.02 -0.57 -0.43
0.44 0.12 0.38
0.76 -0.22 0.17
0.93 -1.18 -0.63
0.01 0.13 -0.47
0.08 -0.65 -0.55
0.27 0.04 0.03
0.72 -0.17 -0.23
0.38 0.17 0.76
0.12 0.07 0.44
-0.24 -0.38 0.07
1.44 0.14 0.74
-0.06 -0.50 -0.04
-0.29 0.47 0.18
1.14 -0.81 -1.89
0.13 0.09 0.13
-0.20 0.03 0.33
-0.94 1.15 -0.33
0.16 -2.59 -1.02
-0.51 0.25 0.46
-0.35 0.75 -0.34
0.33 -0.34 -0.46
-0.50 -0.23 0.12
0.15 0.10 -0.06
1.32 0.89 -1.01
-3.40 -4.40 2.61
0.58 0.12 -0.05
-0.04 0.15 -0.50
-0.68 -0.97 0.91
0.13 -0.08 1.01
-0.25 0.10 -0.46
-0.56 0.17 -1.06
0.26 0.09 -0.52
-0.55 0.69 0.47
-0.04 -1.05 -0.29
-0.14 -0.27 0.10
-0.07 0.02 -0.58
0.30 -0.30 0.16
0.26 0.17 0.24
-0.05 0.44 0.52
0.64 -0.12 -0.35
0.26 0.14 0.16
-0.23 -0.05 2.19
0.13 -0.20 0.04
-0.37 -1.46 -0.07
0.02 0.11 -0.12
2.49 -1.85 -3.00
-0.27 0.68 -0.12
-0.23 0.10 -0.25
-0.26 0.07 0.44
0.29 -0.15 1.37
-0.76 0.34 -0.04
0.18 -0.03 0.61
1.29 -1.14 2.01
-0.80 0.14 0.18
0.06 -0.21 0.37
-0.21 -0.27 1.04
0.24 0.03 0.63
-0.22 0.29 -0.89
0.76 0.51 0.72